Entry 1:
C29H42BO7Ru as an isolated structure at a distorted geometry, computed with ωB97M-V/def2-TZVPD.

For the LUMO energy (spin up / spin down), the calculation gives 1.9 / 1.1 eV. The calculation puts the highest occupied orbital energy (spin up / spin down) at 0.52 / -5.35 eV. The multiplicity is 5. The molar mass is 614.53 Da. The charge is -1. The maximum force comes out at 4.3 eV/Å.

Cartesian coordinates (Å):
1 C 0.91602 2.53414 5.38648
2 O -1.10690 -1.08944 -7.51477
3 Ru -0.12593 -0.72304 2.85706
4 H -0.17546 4.43580 5.21527
5 B -0.05737 0.79962 4.27208
6 H -1.84690 -4.18131 -7.67593
7 H -2.76693 2.73601 -3.32313
8 C 2.02644 -0.13097 2.51755
9 H 0.79620 0.93818 -4.93201
10 C -0.33857 -1.61062 -3.95677
11 H -0.50580 -4.81882 -6.62990
12 H -1.15573 3.33902 7.35285
13 C 1.36654 -1.56899 -5.82768
14 H -3.01782 0.36815 1.84917
15 C -1.49863 -2.05008 3.67388
16 O -0.40702 0.56920 5.60381
17 H -1.00557 -3.51113 2.02104
18 H 1.51265 4.48717 4.66422
19 C 0.02980 -1.05104 -5.33774
20 C -2.51507 -0.51819 2.22740
21 H -0.13905 -3.62776 -7.94007
22 H -1.19354 -2.56515 4.58259
23 H -1.79072 2.94295 5.72528
24 H 0.52214 -1.46251 -3.29161
25 H -2.70640 -0.83768 -1.72560
26 O 1.50066 -1.37972 -7.15111
27 C 0.49371 1.79421 -2.61976
28 H 2.96205 2.63389 4.78858
29 H -1.25657 3.44056 -3.95396
30 H 0.95601 2.42958 -3.38720
31 H 2.68727 -1.48305 -8.75001
32 C -1.70077 2.89233 -3.11103
33 H 2.76958 2.43513 6.54559
34 H -0.43926 0.87503 -6.21790
35 C -1.70063 -0.51971 -2.04295
36 H -0.96556 -1.04923 -1.41023
37 H -2.49299 -0.17652 4.46448
38 C -2.17785 -0.76116 3.60797
39 H 1.90440 -1.04368 4.63151
40 H 3.56775 -1.17490 -7.20057
41 H -0.55841 -2.67841 -4.01753
42 H 1.21160 -3.29412 3.35290
43 C -0.80699 -1.65209 -6.48327
44 H 2.94239 -2.81625 -7.56855
45 H 1.04514 0.84747 -2.53795
46 C -1.42354 -2.55320 2.32141
47 H -2.28670 -1.79108 0.40288
48 O -1.57207 0.88184 -1.76812
49 H 2.32574 0.89766 2.69114
50 H 1.14734 4.41534 6.40358
51 C -0.07147 1.75497 6.35749
52 H -0.24554 0.62567 8.16485
53 C -2.10934 -1.64040 1.46264
54 O -1.09355 -2.94644 -6.18823
55 C 2.76412 -1.74105 -7.69262
56 C 1.44195 -2.35889 2.85685
57 C 2.37757 2.12846 5.56776
58 C 0.50192 1.25932 7.66871
59 C -0.88390 -3.95871 -7.19836
60 C 1.98964 -0.79737 1.24493
61 H 2.17796 -0.31771 0.28979
62 H 1.41068 0.66420 7.51434
63 C -0.98876 1.55248 -2.92257
64 C 0.83419 4.05391 5.41380
65 C -1.25206 0.63977 -4.17007
66 H 1.56236 -2.91205 0.68584
67 C -0.15360 0.47640 -5.23591
68 H 0.57534 2.31208 -1.65388
69 H 2.53149 1.04792 5.42615
70 H 0.73374 2.10269 8.33007
71 O 2.17848 -2.17559 -5.15208
72 H -2.42681 -1.20550 -3.96827
73 H -2.18066 0.97492 -4.66149
74 H -1.60649 3.51062 -2.21067
75 C 1.78639 -1.14006 3.55481
76 C -1.51846 -0.76018 -3.53661
77 C 1.65011 -2.15161 1.45116
78 O 0.51726 2.06278 4.08059
79 H -2.09348 1.84288 7.09397
80 C -1.35773 2.52312 6.64372

***

Entry 2:
One molecule with the formula C2H4N2O2 at a distorted geometry, computed with ωB97M-V/def2-TZVPD.

For the LUMO energy, the calculation gives 0.5 eV. The calculation puts the highest occupied orbital energy at -8.92 eV. The multiplicity is 1. The molar mass is 88.07 Da. The charge is 0. The maximum force comes out at 4.8 eV/Å.

Cartesian coordinates (Å):
1 O 0.68002 -1.05090 -1.03462
2 N -1.33400 -0.35262 0.15245
3 H 0.52217 0.54603 2.32423
4 C -0.13313 -0.04432 0.38213
5 C 0.59470 0.80667 1.27506
6 O -1.51738 -1.17835 -1.01547
7 H 1.72273 0.88221 1.01469
8 H -0.53031 -0.33599 -2.41346
9 N -0.38919 -1.16107 -1.75793
10 H 0.38438 1.88835 1.07291

***

Entry 3:
C17H36N6PdS2SbSe4 as an isolated structure, computed with ωB97M-V/def2-TZVPD.

For the LUMO energy, the calculation gives 2.0 eV. The calculation puts the highest occupied orbital energy at -4.44 eV. The multiplicity is 1. The molar mass is 932.67 Da. The charge is -1. The maximum force comes out at 0.6 eV/Å.

Cartesian coordinates (Å):
1 H -4.81208 -0.35574 2.10047
2 N 0.83296 3.48966 -0.90544
3 H 4.28473 -1.20888 0.93340
4 Sb 1.79242 -0.90760 -2.79661
5 Se -0.53097 -1.68666 -2.26491
6 C -0.96949 -4.98737 1.38628
7 H 2.42329 4.85017 -3.59777
8 C 1.65158 4.81894 -2.82949
9 H 1.12017 -7.76752 0.95626
10 N -4.17246 -0.64271 1.38274
11 H -3.97487 2.41026 -3.19532
12 S 0.52739 -1.75357 2.22189
13 C -3.30065 -1.45887 -0.43928
14 H -0.04126 2.29392 -2.90848
15 H 1.81280 2.67754 -2.56739
16 H -2.64839 3.36435 -3.86452
17 H -2.41027 1.35073 -1.56188
18 S -1.31548 2.77334 0.41490
19 C -2.85634 -0.35180 1.34571
20 H 5.12677 -2.06974 3.08445
21 H 3.04304 -2.85698 -0.08892
22 H -0.51945 -4.67698 2.33520
23 C 1.82936 3.58645 -1.95811
24 H 1.70843 5.73502 -2.23894
25 H 1.31924 -3.89350 -0.53597
26 C -0.58033 -6.42778 1.06794
27 H -2.05364 -4.93682 1.52724
28 C 5.12203 -3.81578 1.81902
29 N 2.68527 -2.48824 0.79067
30 H -3.17433 3.63407 -2.19547
31 H 6.68116 -4.15584 0.34211
32 N -2.31126 -0.83176 0.26232
33 H -2.34098 0.21803 2.10077
34 Se 1.98181 0.28213 -0.61451
35 H 3.06699 -1.01553 2.18781
36 Se 3.27015 -2.84847 -2.77804
37 N -0.73897 2.40618 -2.17607
38 C -0.60855 -3.95269 0.32743
39 C -4.47360 -1.35397 0.23870
40 H 5.60444 -2.82997 -0.06647
41 C -0.36059 2.87442 -0.98019
42 C -2.03694 1.82906 -2.46980
43 H 0.68203 4.79893 -3.32873
44 H -3.09530 -1.92159 -1.39104
45 H 1.46856 -6.14626 0.37260
46 C -3.01531 2.87405 -2.96205
47 C 0.91557 -6.70902 1.12198
48 N 0.80491 -3.62643 0.29582
49 H -1.86769 1.04760 -3.21468
50 C 6.10941 -3.32982 0.76284
51 H -0.96823 -6.69545 0.07895
52 H 1.32667 -6.43490 2.09566
53 H -5.46512 -1.69891 0.01748
54 C 1.39395 -2.68795 1.05343
55 H -1.08551 -7.08805 1.77930
56 Se 1.69838 0.68631 -4.62701
57 H 6.82030 -2.62080 1.19257
58 C 3.62470 -1.75481 1.61035
59 H 4.38622 -4.47994 1.35689
60 H 1.08367 3.74566 0.03323
61 H 2.80772 3.59011 -1.47200
62 H -0.86990 -4.31158 -0.67048
63 H 5.64720 -4.42182 2.56243
64 Pd -0.24886 -0.51519 -0.10192
65 H 3.70541 -3.08589 3.27979
66 C 4.39843 -2.67722 2.53750
67 H -1.17259 -3.03499 0.50407

***

Entry 4:
C39H31N5O2PY as an isolated structure, computed with ωB97M-V/def2-TZVPD.

For the LUMO energy, the calculation gives -6.0 eV. The calculation puts the highest occupied orbital energy at -13.34 eV. The multiplicity is 1. The molar mass is 721.59 Da. The charge is +2. The maximum force comes out at 0.4 eV/Å.

Cartesian coordinates (Å):
1 H 0.48610 -3.13972 -5.90434
2 C 1.00827 -1.89314 2.27676
3 C -3.21292 1.40306 -3.46667
4 H -1.82242 -5.40372 1.69266
5 H 4.34113 -0.20382 0.65939
6 H -5.08915 -1.41541 -3.43503
7 C 4.23393 0.28628 1.61768
8 H -2.70487 4.33309 1.53990
9 C 0.68683 -2.71988 3.33725
10 P -0.51174 -0.93456 -1.55659
11 H -1.24569 1.58254 -2.62150
12 H 1.19544 -3.66479 3.46302
13 H -3.09747 -2.26726 -2.24844
14 C 2.99767 1.74959 2.90589
15 O 2.47057 0.72610 -1.67876
16 H 3.82675 -1.44666 -3.82185
17 H 5.96801 -0.60251 2.48745
18 H -0.58523 -2.91985 5.05645
19 N 1.88244 2.60120 2.93263
20 N 3.16469 1.09456 1.75281
21 C 0.54413 -1.54386 -2.92186
22 C -4.29021 0.55539 -3.69220
23 H -2.32203 4.80298 -0.44297
24 H 1.76450 -2.17722 1.55454
25 C -1.98644 -2.30366 0.34722
26 C -0.54060 -4.66351 0.14007
27 C 3.84426 1.56494 3.98964
28 C 0.03270 -2.20639 -4.03179
29 C -1.21312 0.98028 2.57800
30 C -0.93688 -1.09200 3.99101
31 H 0.01595 -5.58730 0.05039
32 C -1.37889 4.41834 -0.80127
33 H -2.57024 1.03956 4.24649
34 H -2.56404 -1.38646 0.41639
35 C -1.30638 2.76177 1.09395
36 C -2.09725 0.93122 -2.79461
37 H 5.59269 0.54578 4.68028
38 C -3.12829 -1.23893 -2.58700
39 C -4.24838 -0.75939 -3.25277
40 H -1.28034 5.77328 -2.46173
41 C -0.74959 3.37477 -0.14682
42 C -2.76144 2.74984 2.98025
43 N -0.77191 1.58959 1.46961
44 C -0.95767 -2.40663 -0.59008
45 C 1.91662 -1.28094 -2.86057
46 H 1.87406 2.91024 -2.05331
47 C -2.21644 1.53630 3.35616
48 O 2.30765 -1.13732 -0.51931
49 H -3.11309 -3.30340 1.87254
50 H -1.03108 -2.39575 -4.11017
51 C 4.91355 0.70174 3.85230
52 C -0.56349 -0.31819 2.90792
53 Y 1.19557 0.72779 0.28263
54 H -1.71942 -0.76828 4.66040
55 C 2.33205 -0.53338 -1.64055
56 C -0.23099 -3.58999 -0.68678
57 H 1.94031 3.32732 2.22842
58 C -1.57165 -4.55986 1.06294
59 H -3.53759 3.20772 3.57858
60 H 0.88543 4.82239 -3.28169
61 H -3.24589 2.42595 -3.81876
62 C -2.30160 3.37646 1.83518
63 N 0.41306 -0.71388 2.06927
64 H 3.67964 2.11282 4.90767
65 C 0.95962 3.37563 -1.70956
66 H 0.57073 -3.67964 -1.40880
67 C 0.39768 4.43324 -2.39963
68 H -5.16422 0.92115 -4.21465
69 C 5.12867 0.06023 2.63748
70 N 0.40485 2.85208 -0.60672
71 C 2.24659 -2.35086 -4.96940
72 H 1.72792 3.02916 3.83527
73 C -0.30051 -2.30600 4.21222
74 C -2.29649 -3.37816 1.16549
75 C -0.79809 4.95705 -1.94031
76 H 2.90499 -2.66750 -5.76714
77 C 0.88573 -2.61684 -5.04591
78 C 2.76941 -1.67000 -3.87902
79 C -2.04643 -0.39471 -2.35564

***

Entry 5:
C30H34IN8O3RuS2 as an isolated structure at a distorted geometry, computed with ωB97M-V/def2-TZVPD.

For the LUMO energy (spin up / spin down), the calculation gives -8.1 / -7.9 eV. The calculation puts the highest occupied orbital energy (spin up / spin down) at -12.10 / -12.10 eV. The multiplicity is 2. The molar mass is 846.76 Da. The charge is +2. The maximum force comes out at 2.1 eV/Å.

Cartesian coordinates (Å):
1 C -1.69020 3.60412 0.71513
2 C -1.85572 -1.44468 4.59889
3 H -0.34689 -0.43751 7.28378
4 C 1.56082 -0.20497 4.48310
5 N 1.52041 0.38614 -6.13230
6 C -0.44534 -3.50708 0.55726
7 H -0.81982 -4.32434 2.99572
8 C 2.02434 2.15082 -4.48037
9 H 1.10088 4.77938 -7.14420
10 H -2.60843 1.57306 -3.87581
11 N -4.86940 3.72527 1.76348
12 C -0.95520 -2.33081 3.75615
13 H -0.74716 4.01719 0.40715
14 H 0.55263 -1.61278 0.74730
15 H -0.73367 0.65067 -5.19361
16 S -1.16768 0.26238 4.65309
17 H 2.45653 3.80980 -3.21344
18 C -1.81144 1.03451 -3.38495
19 N -3.20302 2.18326 1.26176
20 O -0.95037 0.61885 3.20362
21 H -0.65866 -1.76371 2.87374
22 H -0.05066 -2.56440 4.31775
23 N -0.88748 0.17694 -1.37693
24 H -3.47789 -2.84742 2.52962
25 H -3.07439 -4.47882 1.98167
26 C 0.95173 -5.42915 0.28156
27 C 2.88959 -0.86570 6.37293
28 H 2.80479 -2.60310 0.55046
29 C 1.36197 4.04559 -6.39316
30 H 0.86122 -0.90936 -1.53229
31 H -2.09015 -4.10707 4.19094
32 H 2.34086 1.42944 -3.74209
33 H 1.70797 6.56068 -5.65702
34 C 1.76653 -0.83105 7.18875
35 H 1.21675 6.19144 -3.99559
36 S -2.10540 -2.79879 0.62965
37 C 1.78110 4.47368 -5.13531
38 C 1.74289 -0.77039 -5.40801
39 C 2.10655 3.50021 -4.19066
40 H 1.84951 -1.06998 8.23934
41 C 1.60593 1.73232 -5.74788
42 C 0.23955 -0.19760 -3.46050
43 N -1.95014 2.30213 0.87246
44 N -3.64067 3.40009 1.32030
45 C 0.53594 -0.48057 6.65740
46 C 2.07357 -4.61302 0.33712
47 H -1.94812 -1.79326 5.62755
48 H -1.19611 -5.50582 0.32180
49 C 0.44975 -0.18214 5.30534
50 H 0.96623 2.38448 -7.68747
51 C -1.60628 -3.64571 3.32596
52 H -5.54173 2.97472 1.72709
53 H -2.65842 1.23422 -1.41520
54 H 3.85027 -1.12622 6.79440
55 H 1.46521 0.04934 3.43553
56 H 3.05919 -5.04612 0.24160
57 C 2.78836 -0.55650 5.02414
58 C -2.65688 -3.50279 2.23515
59 I 1.82100 1.40692 0.65422
60 C 1.90865 5.92579 -4.79778
61 Ru -0.60691 0.53856 0.96240
62 C -0.75978 0.52048 -4.12221
63 C 1.93380 -3.24285 0.50521
64 O -1.90146 -1.32477 0.89255
65 N 1.32499 -0.79139 -4.07740
66 H 3.66588 -0.58227 4.39334
67 C -0.31616 -4.87757 0.37902
68 H 1.75083 -1.55773 -3.57585
69 C 1.28176 2.70177 -6.70104
70 H 1.60662 0.21770 -7.12462
71 N -2.76293 4.32098 0.98717
72 O 2.27810 -1.73253 -5.89884
73 C 0.11589 -0.34367 -2.07928
74 H -2.84808 -1.32571 4.16160
75 H -5.17179 4.64071 1.46478
76 C -1.84334 0.85272 -2.01417
77 C 0.66750 -2.69007 0.61307
78 H 1.06081 -6.49761 0.15987
79 H 2.91085 6.14065 -4.42395

***

Entry 6:
C10H13ClIrO3 as an isolated structure at a distorted geometry, computed with ωB97M-V/def2-TZVPD.

For the LUMO energy (spin up / spin down), the calculation gives -7.5 / -12.7 eV. The calculation puts the highest occupied orbital energy (spin up / spin down) at -14.42 / -17.13 eV. The multiplicity is 6. The molar mass is 408.88 Da. The charge is +2. The maximum force comes out at 7.5 eV/Å.

Cartesian coordinates (Å):
1 H 0.52998 -2.10593 4.73762
2 H 1.95476 0.84577 -3.06169
3 H -1.53194 -1.66431 -0.41410
4 H 0.89498 2.18878 -3.46144
5 H 0.91976 -0.40655 2.93967
6 H -1.84363 1.94038 -2.89060
7 C -1.27992 -0.82348 -1.05158
8 C -1.46487 1.05192 -2.39924
9 C 0.76054 -2.42555 3.72112
10 H 1.83159 -2.63054 3.65168
11 C -0.01180 -0.61519 -1.67512
12 H 0.21743 -3.34617 3.50276
13 C -1.17609 1.81060 1.20145
14 O -1.62094 2.14962 2.21839
15 H 0.83650 0.70163 -4.43711
16 C 0.36271 -1.33420 2.75538
17 H 1.31816 -1.27109 1.02722
18 Ir -0.36225 1.27760 -0.41809
19 Cl -0.22560 3.52173 -1.36179
20 H -3.19381 0.34661 -1.16247
21 C 0.95678 1.10028 -3.42501
22 C -2.16606 0.21674 -1.47529
23 O 0.53131 -1.72715 1.38161
24 H -0.69704 -1.07798 2.87826
25 O 2.35530 1.54598 0.92974
26 C -0.10380 0.55483 -2.53149
27 C 1.32828 1.41684 0.40028
28 H 0.87968 -1.24118 -1.58016

***

Here are the calculated relative energy (zero: lowest compared OMol25 entry of this formula, charge and spin) numbers, same order: 0.176 7.625 0.000 0.233 2.432 0.858 (eV).